[1]
Below is C3H10N2O2 in the gas phase, with properties calculated with ωB97M-V/def2-TZVPD.

Last column: natural (NBO) charge in e.
Positions of all 17 atoms, in Å:
C  0.581  0.111  -0.391  0.0655
C  -0.407  1.176  0.101  -0.0861
C  0.097  -1.297  -0.041  -0.6477
N  -2.662  0.837  0.674  -0.5167
N  2.938  -0.410  -0.242  -0.4978
O  -1.718  0.957  -0.431  -0.4339
O  1.832  0.394  0.264  -0.4193
H  0.695  0.204  -1.479  0.1650
H  -3.269  1.642  0.512  0.3405
H  -3.203  0.017  0.393  0.3413
H  2.565  -0.962  -1.012  0.3253
H  3.078  -1.055  0.539  0.3378
H  -0.076  2.166  -0.235  0.1827
H  -0.404  1.214  1.199  0.2034
H  0.064  -1.436  1.044  0.2149
H  -0.892  -1.502  -0.459  0.2235
H  0.780  -2.058  -0.434  0.2017

HOMO in eV: -9.23
HOMO-LUMO gap in eV: 10.168
Spin multiplicity: 1
LUMO in eV: 0.9
Structure (SMILES): C[C@@H](CON)ON
Relative energy (zero: lowest compared OMol25 entry of this formula, charge and spin) in eV: 4.957

***

[2]
Below is an isolated ion of composition C10H16N3O6 and charge +1, with properties calculated with ωB97M-V/def2-TZVPD.

Last column: natural (NBO) charge in e.
Positions of all 35 atoms, in Å:
C  -2.644  -2.505  0.905  -0.7371
C  -1.945  -1.161  1.478  0.7903
O  -0.816  -1.337  2.013  -0.5344
O  -2.579  0.120  1.429  -0.5519
C  -2.687  0.598  0.053  -0.0687
C  -1.834  1.986  -0.047  -0.4860
C  -0.286  1.522  0.005  0.4444
N  0.508  0.983  -1.082  -0.1546
C  0.090  0.729  -2.500  -0.2563
C  0.685  -0.693  -3.019  -0.0800
O  -0.396  -1.632  -3.246  -0.7227
N  1.722  0.741  -0.485  -0.2274
C  1.725  1.071  0.890  0.3790
C  3.043  0.803  1.749  -0.5503
C  3.303  -0.797  1.642  0.7858
O  2.306  -1.564  1.535  -0.5385
O  4.595  -1.379  1.612  -0.6927
N  0.422  1.613  1.249  -0.0428
O  0.061  2.058  2.460  -0.4397
H  -1.818  -3.266  0.707  0.2589
H  -3.225  -2.283  -0.057  0.2264
H  -3.336  -2.974  1.692  0.2662
H  -2.123  -0.143  -0.633  0.1908
H  -3.771  0.738  -0.289  0.2294
H  -2.106  2.523  -1.014  0.2622
H  -2.096  2.652  0.850  0.2594
H  -1.057  0.598  -2.508  0.2556
H  0.397  1.586  -3.209  0.2561
H  1.402  -1.155  -2.260  0.2073
H  1.224  -0.508  -4.016  0.1965
H  0.030  -2.516  -3.248  0.4886
H  2.832  1.094  2.846  0.2876
H  3.949  1.389  1.339  0.2857
H  4.590  -1.916  0.777  0.5114
H  -0.164  3.025  2.381  0.5013

HOMO in eV: -13.26
HOMO-LUMO gap in eV: 9.669
Spin multiplicity: 1
LUMO in eV: -3.6
Structure (SMILES): CC(=O)OCCc1n(CCO)nc(CC(=O)O)[n+]1O
Charge: +1

***

[3]
Below is C5H11NO in the gas phase, with properties calculated with ωB97M-V/def2-TZVPD.

Last column: natural (NBO) charge in e.
Positions of all 18 atoms, in Å:
C  -1.548  -2.377  0.587  -0.2502
O  -0.845  -1.624  -0.375  -0.5246
C  -0.733  -0.283  -0.006  0.0957
C  0.504  0.191  0.794  -0.2517
N  0.485  1.389  -0.055  -0.4184
C  1.742  2.008  -0.386  -0.4083
C  -0.229  0.651  -1.102  -0.2321
H  -1.498  -3.420  0.270  0.1949
H  -2.601  -2.059  0.638  0.1665
H  -1.102  -2.295  1.590  0.1661
H  -1.664  0.067  0.449  0.1708
H  0.433  0.371  1.874  0.1912
H  1.362  -0.475  0.584  0.1699
H  2.463  1.297  -0.834  0.1612
H  2.183  2.421  0.527  0.2007
H  1.569  2.831  -1.088  0.2016
H  0.442  0.092  -1.781  0.1735
H  -0.964  1.214  -1.686  0.1932

HOMO in eV: -8.75
HOMO-LUMO gap in eV: 9.865
Spin multiplicity: 1
LUMO in eV: 1.1
Structure (SMILES): COC1CN(C)C1
Relative energy (zero: lowest compared OMol25 entry of this formula, charge and spin) in eV: 2.373

***

[4]
Below is a 10-piece molecular cluster, C32H96N9O10P3S7 overall, with properties calculated with ωB97M-V/def2-TZVPD.

Last column: Löwdin charge in e.
Positions of all 157 atoms, in Å:
O  -0.145  0.637  2.564  -0.2913
P  -0.059  0.075  1.193  0.5526
N  -1.581  0.169  0.449  -0.2762
C  -2.044  -0.840  -0.491  -0.1244
C  -2.603  1.010  1.034  -0.1035
N  0.376  -1.565  1.164  -0.2852
C  -0.511  -2.480  1.808  -0.1262
C  1.770  -1.910  1.197  -0.1253
N  0.929  0.862  0.131  -0.2777
C  1.054  0.381  -1.259  -0.0747
C  2.018  1.670  0.687  -0.0971
H  -3.108  -1.064  -0.359  0.0799
H  -1.530  -1.794  -0.390  0.0543
H  -1.960  -0.550  -1.543  0.0714
H  -3.204  1.567  0.313  0.0502
H  -2.153  1.702  1.744  0.0679
H  -3.307  0.417  1.631  0.0591
H  -0.345  -3.501  1.432  0.0691
H  -0.314  -2.645  2.876  0.0794
H  -1.567  -2.289  1.629  0.0787
H  2.518  -1.158  0.916  0.0703
H  2.167  -2.048  2.211  0.0910
H  2.001  -2.708  0.489  0.0473
H  0.079  0.150  -1.677  0.0632
H  1.613  1.093  -1.863  0.0389
H  1.599  -0.566  -1.283  0.0551
H  1.687  2.705  0.611  0.0388
H  2.978  1.530  0.191  0.0642
H  2.162  1.374  1.726  0.0792
O  -8.842  0.096  3.636  -0.2902
P  -7.993  1.203  3.125  0.5267
N  -6.522  0.611  2.616  -0.2978
C  -6.517  -0.162  1.382  -0.1255
C  -5.658  -0.036  3.628  -0.0861
N  -7.634  2.428  4.174  -0.3036
C  -8.423  2.717  5.354  -0.1224
C  -6.586  3.425  3.898  -0.1003
N  -8.642  2.088  1.808  -0.2987
C  -7.784  2.626  0.726  -0.1218
C  -10.013  2.577  1.849  -0.1218
H  -5.562  -0.100  0.855  0.0688
H  -7.356  0.099  0.740  0.0635
H  -6.646  -1.244  1.522  0.0881
H  -5.461  0.677  4.426  0.0791
H  -4.684  -0.258  3.189  0.0618
H  -6.106  -0.984  3.927  0.0854
H  -9.061  3.604  5.281  0.0778
H  -9.095  1.884  5.564  0.0747
H  -7.830  2.861  6.261  0.0777
H  -7.060  4.339  3.517  0.0804
H  -6.080  3.780  4.795  0.0787
H  -5.911  3.132  3.099  0.0643
H  -7.680  1.825  -0.010  0.0540
H  -8.099  3.610  0.395  0.0881
H  -6.760  2.695  1.093  0.0371
H  -10.460  2.722  0.861  0.0766
H  -10.087  3.546  2.349  0.0756
H  -10.657  1.803  2.268  0.0765
O  3.631  -3.747  -4.976  -0.2830
P  4.445  -2.608  -4.550  0.5308
N  5.992  -2.550  -5.215  -0.3191
C  6.287  -3.098  -6.522  -0.1057
C  6.944  -1.520  -4.767  -0.1238
N  4.759  -2.630  -2.915  -0.2998
C  5.835  -3.526  -2.391  -0.0633
C  3.669  -2.399  -1.962  -0.1071
N  3.687  -1.090  -4.923  -0.2891
C  2.266  -0.974  -5.267  -0.1036
C  4.330  0.200  -4.632  -0.1062
H  5.672  -3.987  -6.652  0.0776
H  7.320  -3.459  -6.495  0.0829
H  6.177  -2.314  -7.276  0.0849
H  6.595  -0.951  -3.914  0.0651
H  7.176  -0.933  -5.661  0.0803
H  7.887  -2.019  -4.520  0.0787
H  5.896  -3.300  -1.332  0.0618
H  5.606  -4.505  -2.813  0.0879
H  6.805  -3.240  -2.801  0.0605
H  3.907  -1.908  -1.016  0.0744
H  2.801  -1.937  -2.428  0.0639
H  3.383  -3.406  -1.637  0.0423
H  1.717  -0.704  -4.349  0.0665
H  2.125  -0.009  -5.760  0.0708
H  1.917  -1.857  -5.790  0.0784
H  4.737  0.112  -3.623  0.0604
H  3.615  1.014  -4.734  0.0686
H  5.134  0.436  -5.334  0.0770
C  1.893  -5.825  -2.306  -0.2432
S  0.931  -4.598  -1.347  0.7752
O  0.150  -3.645  -2.187  -0.5295
C  -0.029  -5.882  -0.416  -0.2471
H  1.253  -6.251  -3.081  0.0615
H  2.287  -6.642  -1.704  0.0564
H  2.707  -5.272  -2.774  0.0191
H  -0.212  -6.750  -1.050  0.0415
H  -0.963  -5.390  -0.155  0.0395
H  0.571  -6.194  0.435  0.0490
C  6.002  -4.557  1.328  -0.2662
S  5.393  -3.343  2.548  0.8320
O  5.217  -2.078  1.716  -0.5725
C  6.893  -3.112  3.541  -0.2584
H  6.617  -3.955  0.652  0.0348
H  5.189  -4.984  0.747  0.0414
H  6.763  -5.296  1.589  0.0546
H  6.541  -2.474  4.351  0.0460
H  7.700  -2.624  3.000  0.0620
H  7.174  -4.082  3.949  0.0507
C  5.711  4.882  -1.946  -0.2715
S  6.095  3.228  -1.398  0.8208
O  6.285  3.173  0.066  -0.5512
C  4.416  2.589  -1.755  -0.3106
H  5.169  4.731  -2.881  0.0438
H  6.632  5.459  -1.882  0.0494
H  5.015  5.450  -1.319  0.0601
H  4.318  2.606  -2.845  0.0124
H  3.678  3.149  -1.190  0.0209
H  4.203  1.515  -1.733  0.0426
C  -0.157  -6.587  7.505  -0.2845
S  1.034  -6.062  6.250  0.8196
O  1.983  -5.216  7.058  -0.5697
C  -0.179  -4.958  5.362  -0.2491
H  -0.630  -5.747  8.013  0.0567
H  0.500  -6.999  8.275  0.0443
H  -0.859  -7.358  7.194  0.0513
H  0.388  -4.545  4.527  0.0252
H  -0.560  -4.203  6.040  0.0568
H  -0.876  -5.652  4.891  0.0466
C  0.096  3.234  -3.681  -0.2453
S  1.658  3.609  -2.875  0.8018
O  2.675  3.776  -3.979  -0.5519
C  1.375  5.256  -2.172  -0.2184
H  -0.024  3.662  -4.679  0.0652
H  -0.707  3.461  -2.983  0.0356
H  0.110  2.179  -3.965  0.0465
H  1.292  5.968  -2.992  0.0635
H  2.127  5.496  -1.425  0.0478
H  0.410  5.203  -1.664  0.0348
C  -1.425  5.559  1.709  -0.2240
S  0.270  4.860  1.559  0.7838
O  1.138  6.075  1.486  -0.5571
C  0.439  4.131  3.164  -0.2780
H  -1.791  5.533  0.687  0.0245
H  -1.276  6.589  2.033  0.0525
H  -2.046  5.103  2.478  0.0512
H  -0.218  3.255  3.228  0.0413
H  0.263  4.726  4.058  0.0663
H  1.412  3.636  3.203  0.0528
C  -3.768  4.381  -2.673  -0.2667
S  -4.651  3.070  -1.757  0.8275
O  -5.276  3.716  -0.544  -0.5544
C  -6.062  3.007  -2.928  -0.2494
H  -3.155  4.848  -1.896  0.0342
H  -4.347  5.212  -3.078  0.0612
H  -3.107  4.025  -3.463  0.0392
H  -5.922  2.930  -4.000  0.0566
H  -6.633  3.879  -2.597  0.0533
H  -6.731  2.239  -2.529  0.0370

HOMO in eV: -7.96
HOMO-LUMO gap in eV: 8.045
Spin multiplicity: 1
LUMO in eV: 0.1
Relative energy (zero: lowest compared OMol25 entry of this formula, charge and spin) in eV: 2.952